1.
{"formula": "C6H18N2O", "method": "wB97M-V/def2-TZVPD", "gap_ev": 9.54, "lumo_ev": 0.960, "smiles": "CC(C)=O.CN(C)N.C", "e_homo_ha": -0.31538, "symbols": ["C", "C", "C", "O", "H", "H", "H", "H", "H", "H", "C", "N", "C", "N", "H", "H", "H", "H", "H", "H", "H", "H", "C", "H", "H", "H", "H"], "xyz": [[1.532, 1.921, 2.350], [1.073, 1.538, 0.968], [1.954, 0.580, 0.212], [0.124, 2.091, 0.438], [1.990, 1.081, 2.870], [0.698, 2.314, 2.927], [2.277, 2.714, 2.251], [2.390, -0.164, 0.870], [1.384, 0.094, -0.578], [2.758, 1.153, -0.248], [-0.960, 0.018, -2.941], [-0.709, -0.674, -1.687], [-1.033, -2.085, -1.774], [-1.425, -0.108, -0.599], [-0.337, -0.420, -3.719], [-2.015, -0.044, -3.255], [-0.688, 1.068, -2.824], [-0.846, -2.538, -0.803], [-2.084, -2.259, -2.052], [-0.390, -2.549, -2.520], [-1.053, 0.829, -0.407], [-2.423, -0.011, -0.816], [-0.418, -0.897, 2.260], [0.628, -1.119, 2.455], [-0.983, -1.778, 2.536], [-0.739, -0.077, 2.893], [-0.706, -0.676, 1.191]]}

***

2.
{"formula": "C6H18N2O", "method": "wB97M-V/def2-TZVPD", "gap_ev": 9.01, "lumo_ev": 0.452, "smiles": "CCC[C@H](N)CNC.O", "e_homo_ha": -0.31466, "symbols": ["C", "C", "C", "C", "N", "C", "N", "C", "H", "H", "H", "H", "H", "H", "H", "H", "H", "H", "H", "H", "H", "H", "H", "H", "O", "H", "H"], "xyz": [[-1.592, 0.344, -1.274], [-0.309, 0.984, -1.471], [0.854, -0.008, -1.681], [1.037, -1.016, -0.581], [-0.109, -2.093, -0.624], [0.994, -0.500, 0.910], [1.770, 0.682, 0.998], [1.195, 1.873, 1.719], [-2.333, 1.077, -1.487], [-1.798, 0.228, -0.139], [-1.634, -0.684, -1.827], [-0.260, 1.555, -2.460], [-0.080, 1.662, -0.661], [1.711, 0.538, -1.985], [0.648, -0.716, -2.604], [1.960, -1.634, -0.813], [-0.915, -1.616, -0.261], [-0.479, -2.285, -1.591], [-0.034, -0.646, 1.218], [1.591, -1.272, 1.604], [1.934, 0.954, 0.064], [1.587, 2.804, 1.222], [0.133, 2.028, 1.669], [1.457, 1.691, 2.691], [-2.762, -0.390, 1.583], [-2.895, -1.104, 2.185], [-3.196, 0.341, 2.157]]}

***

Bottom line: 1, by a margin of 0.0467 hartree.

***

1.
{"formula": "C5H5FOS", "method": "wB97M-V/def2-TZVPD", "gap_ev": 7.39, "lumo_ev": -1.911, "e_homo_ha": -0.34171, "symbols": ["C", "C", "C", "C", "C", "H", "H", "H", "H", "H", "O", "F", "S"], "xyz": [[0.280, -1.011, 0.406], [1.177, -1.199, -0.733], [-0.741, 0.112, -0.145], [-0.305, 1.661, -0.060], [0.999, 1.895, 0.143], [-0.191, -1.973, 0.671], [0.782, -2.517, -1.364], [-1.011, 2.458, 0.143], [1.777, 1.034, 0.390], [1.246, 2.960, 0.371], [2.163, -0.079, -1.006], [1.087, -0.697, 1.431], [-2.384, -0.238, -0.170]]}

***

2.
{"formula": "C5H5FOS", "method": "wB97M-V/def2-TZVPD", "gap_ev": 9.55, "lumo_ev": 0.032, "smiles": "C=C(F)C(=C)SC=O", "e_homo_ha": -0.34994, "symbols": ["C", "C", "F", "C", "C", "S", "C", "O", "H", "H", "H", "H", "H"], "xyz": [[0.497, 0.918, -1.846], [0.119, -0.249, -1.279], [-0.588, -1.113, -2.125], [0.196, -0.778, 0.081], [-0.246, -1.890, 0.451], [1.010, 0.242, 1.375], [-0.335, 1.349, 1.987], [-1.290, 1.856, 1.402], [1.018, 1.800, -1.387], [0.115, 1.321, -2.908], [-0.564, -2.798, -0.243], [-0.203, -2.229, 1.515], [0.272, 1.571, 2.978]]}

***

Bottom line: 2, by a margin of 0.1719 hartree.

***

1.
{"formula": "C34H29ClIrN4O6P", "method": "wB97M-V/def2-TZVPD", "gap_ev": [8.99, 5.93], "spin_multiplicity": 5, "lumo_ev": [-5.585, -8.632], "charge": 2, "e_homo_ha": [-0.53570, -0.53523], "symbols": ["Ir", "O", "C", "O", "C", "C", "Cl", "N", "N", "C", "C", "O", "O", "C", "C", "C", "C", "C", "C", "H", "H", "H", "H", "H", "H", "O", "P", "C", "C", "C", "C", "C", "C", "C", "C", "C", "C", "C", "C", "C", "C", "C", "C", "C", "C", "H", "H", "H", "H", "H", "H", "H", "H", "H", "H", "H", "H", "H", "H", "H", "N", "C", "N", "C", "C", "O", "C", "C", "H", "H", "H", "H", "H", "H", "H", "H"], "xyz": [[0.130, -0.401, -1.535], [-0.110, -6.135, -2.238], [0.939, -5.708, -1.510], [1.565, -6.468, -0.801], [1.326, -4.292, -1.496], [2.567, -3.851, -1.086], [3.892, -4.769, -0.565], [2.545, -2.504, -1.148], [1.412, -2.073, -1.711], [0.622, -3.170, -1.885], [-0.835, -2.956, -2.347], [-1.528, -3.882, -2.614], [-1.168, -1.662, -2.390], [3.656, -1.550, -0.973], [3.701, -0.494, -1.850], [4.694, 0.470, -1.669], [5.630, 0.289, -0.672], [5.601, -0.819, 0.180], [4.612, -1.753, 0.027], [-0.541, -5.439, -2.719], [2.962, -0.489, -2.651], [4.740, 1.348, -2.297], [6.503, 0.915, -0.552], [6.370, -1.018, 0.931], [4.544, -2.631, 0.705], [-0.220, -0.768, 0.402], [-1.531, -0.625, 1.314], [-1.480, -2.211, 2.115], [-1.580, -2.267, 3.493], [-1.369, -3.497, 4.104], [-1.238, -4.659, 3.396], [-1.221, -4.598, 2.020], [-1.314, -3.404, 1.358], [-2.929, -0.402, 0.221], [-3.709, -1.496, -0.235], [-4.716, -1.248, -1.176], [-5.011, 0.057, -1.555], [-4.211, 1.080, -1.131], [-3.153, 0.861, -0.263], [-1.406, 0.774, 2.413], [-0.114, 1.039, 2.914], [0.096, 2.143, 3.718], [-0.952, 2.956, 4.082], [-2.241, 2.678, 3.626], [-2.472, 1.600, 2.776], [-1.685, -1.378, 4.101], [-1.344, -3.551, 5.170], [-1.190, -5.640, 3.832], [-1.097, -5.555, 1.509], [-1.147, -3.387, 0.279], [-3.500, -2.508, 0.136], [-5.355, -2.033, -1.580], [-5.755, 0.251, -2.284], [-4.406, 2.069, -1.519], [-2.452, 1.654, -0.072], [0.731, 0.418, 2.677], [1.076, 2.292, 4.178], [-0.749, 3.776, 4.721], [-3.069, 3.340, 3.869], [-3.498, 1.395, 2.504], [0.040, 1.572, -2.162], [0.301, 2.721, -2.101], [0.528, 3.986, -1.959], [0.394, 4.544, -0.512], [1.200, 5.854, -0.478], [0.756, 6.744, -1.501], [1.035, 6.211, -2.798], [0.213, 4.979, -3.035], [0.792, 3.784, 0.180], [-0.644, 4.746, -0.294], [2.277, 5.712, -0.640], [0.948, 6.312, 0.461], [2.101, 6.013, -2.863], [0.778, 6.943, -3.564], [0.502, 4.519, -3.981], [-0.842, 5.248, -2.999]]}

***

2.
{"formula": "C34H29ClIrN4O6P", "method": "wB97M-V/def2-TZVPD", "gap_ev": [9.20, 5.91], "spin_multiplicity": 5, "lumo_ev": [-5.433, -8.717], "charge": 2, "e_homo_ha": [-0.53757, -0.53752], "symbols": ["Ir", "O", "C", "O", "C", "C", "Cl", "N", "N", "C", "C", "O", "O", "C", "C", "C", "C", "C", "C", "H", "H", "H", "H", "H", "H", "O", "P", "C", "C", "C", "C", "C", "C", "C", "C", "C", "C", "C", "C", "C", "C", "C", "C", "C", "C", "H", "H", "H", "H", "H", "H", "H", "H", "H", "H", "H", "H", "H", "H", "H", "N", "C", "N", "C", "C", "O", "C", "C", "H", "H", "H", "H", "H", "H", "H", "H"], "xyz": [[11.966, 11.573, 10.959], [15.005, 14.608, 7.120], [14.136, 15.483, 7.567], [14.057, 16.577, 7.083], [13.244, 14.886, 8.714], [12.139, 15.530, 9.296], [11.680, 17.079, 9.029], [11.532, 14.717, 10.162], [12.203, 13.545, 10.180], [13.270, 13.637, 9.334], [14.134, 12.418, 9.180], [15.025, 12.437, 8.384], [13.805, 11.382, 9.902], [10.353, 14.807, 10.944], [9.190, 15.341, 10.418], [8.008, 15.375, 11.215], [8.071, 14.803, 12.449], [9.250, 14.318, 13.029], [10.355, 14.203, 12.222], [15.084, 13.701, 7.602], [9.181, 15.799, 9.471], [7.113, 15.795, 10.727], [7.241, 14.815, 13.165], [9.273, 13.862, 14.005], [11.379, 13.890, 12.625], [12.803, 11.718, 12.703], [13.804, 10.754, 13.452], [15.493, 11.345, 13.105], [15.703, 12.683, 12.770], [17.012, 13.080, 12.632], [18.031, 12.175, 12.734], [17.836, 10.810, 12.927], [16.522, 10.421, 13.173], [13.339, 10.733, 15.165], [14.356, 10.669, 16.117], [13.975, 10.439, 17.403], [12.635, 10.353, 17.741], [11.635, 10.364, 16.798], [12.006, 10.435, 15.485], [13.527, 9.112, 12.790], [12.827, 8.095, 13.463], [12.407, 6.977, 12.761], [12.804, 6.849, 11.411], [13.657, 7.741, 10.783], [13.969, 8.877, 11.451], [14.891, 13.349, 12.594], [17.250, 14.085, 12.350], [19.044, 12.582, 12.757], [18.670, 10.184, 12.914], [16.309, 9.355, 13.341], [15.343, 10.820, 15.802], [14.731, 10.355, 18.145], [12.352, 10.320, 18.769], [10.577, 10.299, 17.147], [11.205, 10.270, 14.779], [12.658, 8.291, 14.545], [11.858, 6.128, 13.126], [12.438, 6.012, 10.799], [13.956, 7.584, 9.771], [14.630, 9.632, 11.017], [10.791, 10.510, 9.667], [10.383, 9.752, 8.898], [9.894, 8.975, 7.965], [9.368, 7.660, 8.266], [7.883, 7.602, 8.048], [7.520, 8.087, 6.787], [7.998, 9.434, 6.493], [9.499, 9.468, 6.632], [9.687, 7.330, 9.281], [9.836, 6.969, 7.599], [7.317, 8.179, 8.856], [7.502, 6.565, 8.094], [7.480, 10.152, 7.151], [7.626, 9.597, 5.488], [9.885, 10.507, 6.558], [10.015, 8.871, 5.923]]}

***

Bottom line: 1, by a margin of 0.0143 hartree.

***

1.
{"formula": "C16H20N2O3", "method": "wB97M-V/def2-TZVPD", "gap_ev": 9.15, "lumo_ev": 0.308, "smiles": "CC(=O)c1ccc(NC(=O)[C@@H]2CC(=O)N(C(C)C)C2)cc1", "e_homo_ha": -0.32508, "symbols": ["C", "C", "O", "C", "C", "C", "C", "N", "C", "O", "C", "C", "C", "O", "N", "C", "C", "C", "C", "C", "C", "H", "H", "H", "H", "H", "H", "H", "H", "H", "H", "H", "H", "H", "H", "H", "H", "H", "H", "H", "H"], "xyz": [[1.078, 5.206, 3.204], [1.698, 3.840, 3.038], [2.744, 3.549, 3.579], [0.973, 2.867, 2.186], [-0.196, 3.168, 1.489], [-0.824, 2.218, 0.709], [-0.293, 0.934, 0.611], [-0.869, -0.073, -0.162], [-1.997, -0.032, -0.924], [-2.712, 0.935, -1.056], [-2.276, -1.344, -1.662], [-2.167, -2.577, -0.764], [-0.729, -3.054, -0.948], [-0.131, -3.811, -0.215], [-0.239, -2.458, -2.058], [1.091, -2.693, -2.604], [2.152, -2.197, -1.622], [1.283, -4.172, -2.930], [-1.189, -1.595, -2.723], [0.877, 0.621, 1.307], [1.497, 1.576, 2.079], [1.693, 5.798, 3.877], [0.075, 5.116, 3.616], [1.016, 5.707, 2.241], [-0.631, 4.154, 1.545], [-1.726, 2.462, 0.174], [-0.366, -0.951, -0.131], [-3.262, -1.239, -2.119], [-2.390, -2.382, 0.284], [-2.833, -3.373, -1.104], [1.151, -2.108, -3.528], [2.020, -1.135, -1.417], [2.077, -2.754, -0.692], [3.143, -2.347, -2.039], [0.521, -4.510, -3.628], [1.212, -4.761, -2.020], [2.261, -4.330, -3.377], [-0.707, -0.668, -3.048], [-1.611, -2.091, -3.607], [1.290, -0.376, 1.239], [2.402, 1.345, 2.621]]}

***

2.
{"formula": "C16H20N2O3", "method": "wB97M-V/def2-TZVPD", "gap_ev": 7.94, "lumo_ev": -0.281, "smiles": "CCCOc1cc(CCCC(=O)O)cc2nc(C)cnc12", "e_homo_ha": -0.30204, "symbols": ["C", "C", "C", "O", "C", "C", "C", "C", "C", "C", "C", "O", "O", "C", "C", "N", "C", "C", "C", "N", "C", "H", "H", "H", "H", "H", "H", "H", "H", "H", "H", "H", "H", "H", "H", "H", "H", "H", "H", "H", "H"], "xyz": [[-2.205, -2.916, -0.596], [-0.925, -3.421, 0.193], [0.426, -3.358, -0.642], [0.458, -2.327, -1.640], [0.717, -1.072, -1.125], [1.722, -0.776, -0.097], [1.992, 0.624, 0.403], [3.073, 0.886, 1.528], [2.226, 1.279, 2.832], [1.119, 0.204, 3.185], [-0.350, 0.725, 3.138], [-1.248, -0.060, 3.403], [-0.712, 2.012, 2.808], [1.221, 1.695, -0.198], [0.163, 1.481, -1.255], [-0.465, 2.630, -1.735], [-1.377, 2.254, -2.671], [-2.235, 3.419, -3.312], [-1.656, 0.872, -3.162], [-0.988, -0.210, -2.693], [-0.066, 0.096, -1.697], [-2.601, -2.014, -0.051], [-3.004, -3.712, -0.500], [-2.025, -2.734, -1.684], [-0.831, -2.955, 1.220], [-1.094, -4.524, 0.401], [1.296, -3.371, 0.064], [0.481, -4.337, -1.208], [2.312, -1.622, 0.329], [3.639, -0.080, 1.691], [3.767, 1.719, 1.220], [2.935, 1.499, 3.679], [1.719, 2.257, 2.573], [1.170, -0.734, 2.571], [1.316, -0.119, 4.252], [-1.682, 2.110, 2.906], [1.452, 2.741, 0.149], [-1.560, 4.298, -3.513], [-3.004, 3.741, -2.551], [-2.748, 3.079, -4.253], [-2.427, 0.722, -3.961]]}

***

Bottom line: 1, by a margin of 0.1445 hartree.